Run i
Entry from the OMol25 dataset: C2H3ClO2S as an isolated structure (ωB97M-V/def2-TZVPD).

Output
* HOMO level: -9.17 eV
* multiplicity: 1
* HOMO-LUMO gap: 0.30838 Ha

Each line ends with the Mulliken charge.
Element x y z (Å)
C1 0.294 -0.463 0.064  -0.15
C2 1.759 -0.045 -0.465  0.02
O1 -2.270 0.018 0.484  -0.39
O2 2.533 -0.974 -0.431  -0.43
S1 -0.975 0.589 -0.240  0.31
Cl1 -1.761 -0.036 -2.256  -0.30
H1 2.270 1.093 -0.960  0.24
H2 0.272 -1.517 0.474  0.33
H3 -2.133 -0.774 1.060  0.37

***

Run ii
Entry from the OMol25 dataset: a 2-piece molecular cluster, C2H3ClO2S overall (ωB97M-V/def2-TZVPD).

Output
* HOMO level: -9.09 eV
* multiplicity: 1
* HOMO-LUMO gap: 0.33490 Ha
* SMILES string: C=C=O.OSCl

Each line ends with the Mulliken charge.
Element x y z (Å)
C1 -0.546 -0.240 1.571  0.66
C2 -1.214 0.764 1.091  -0.85
O1 -0.187 -1.268 1.996  -0.33
O2 0.216 -1.907 -0.859  -0.44
S1 1.880 -1.728 -0.416  0.23
Cl1 2.650 -2.827 -1.940  -0.15
H1 -2.245 0.544 0.682  0.27
H2 -0.796 1.803 0.888  0.26
H3 -0.039 -0.990 -0.800  0.35

***

The energy of each structure relative to the most stable one, in kJ/mol, is as follows: run i 130.0; run ii 0.0.

***

Run i
Entry from the OMol25 dataset: a 2-piece molecular cluster, CH5BrO overall (ωB97M-V/def2-TZVPD).

Output
* HOMO level: -10.33 eV
* multiplicity: 1
* HOMO-LUMO gap: 0.40377 Ha
* SMILES string: CBr.O

Each line ends with the Mulliken charge.
Element x y z (Å)
Br1 -0.459 1.493 1.942  -0.13
C1 1.339 0.772 1.493  -0.62
H1 1.407 -0.322 1.376  0.27
H2 2.127 1.101 2.192  0.27
H3 1.519 1.243 0.512  0.22
O1 -1.928 -1.822 -2.568  -0.65
H4 -1.251 -1.111 -2.638  0.32
H5 -2.754 -1.354 -2.310  0.33

***

Run ii
Entry from the OMol25 dataset: a 2-piece molecular cluster, CH5BrO overall (ωB97M-V/def2-TZVPD).

Output
* HOMO level: -10.42 eV
* multiplicity: 1
* HOMO-LUMO gap: 0.40946 Ha
* SMILES string: CBr.O

Each line ends with the Mulliken charge.
Element x y z (Å)
Br1 -2.186 0.300 0.359  -0.13
C1 -0.490 0.361 1.274  -0.49
H1 0.183 -0.198 0.602  0.09
H2 -0.457 -0.106 2.273  0.29
H3 -0.120 1.397 1.358  0.25
O1 1.283 -0.333 -2.130  -0.65
H4 0.303 -0.254 -2.087  0.32
H5 1.485 -1.168 -1.650  0.32

***

The energy of each structure relative to the most stable one, in kJ/mol, is as follows: run i 10.4; run ii 0.0.

***

Run i
Entry from the OMol25 dataset: C4H11NOS in the gas phase (ωB97M-V/def2-TZVPD).

Output
* HOMO level (alpha / beta): -8.26 / -8.26 eV
* multiplicity: 1
* HOMO-LUMO gap (alpha / beta): 0.32251 / 0.32254 Ha

Each line ends with the Mulliken charge.
Element x y z (Å)
C1 0.344 0.140 -2.053  -0.94
C2 -0.291 1.003 1.734  -0.97
C3 -1.567 -0.834 1.046  -1.16
C4 1.553 0.340 -1.188  -0.46
N1 -0.480 0.061 0.722  -0.14
O1 1.182 -2.221 -0.475  -0.52
S1 1.350 -0.906 0.150  0.46
H1 0.378 -0.655 -2.656  0.40
H2 -0.540 0.090 -1.387  0.25
H3 0.304 1.103 -2.607  0.31
H4 0.507 1.747 1.469  0.27
H5 -1.193 1.611 1.649  0.37
H6 -0.182 0.654 2.806  0.26
H7 -1.426 -1.457 1.944  0.37
H8 -2.480 -0.343 1.045  0.40
H9 -1.469 -1.650 0.411  0.38
H10 1.580 1.331 -0.803  0.37
H11 2.431 -0.014 -1.807  0.35

***

Run ii
Entry from the OMol25 dataset: a 2-piece molecular cluster, C4H11NOS overall (ωB97M-V/def2-TZVPD).

Output
* HOMO level (alpha / beta): -8.13 / -7.84 eV
* multiplicity: 1
* HOMO-LUMO gap (alpha / beta): 0.30737 / 0.25938 Ha

Each line ends with the Mulliken charge.
Element x y z (Å)
C1 -1.157 -1.207 1.584  -0.84
C2 0.498 1.522 0.913  -0.85
C3 2.167 0.039 -0.066  -0.86
C4 -1.829 -0.225 -2.060  -0.98
N1 0.905 0.180 0.603  0.05
O1 0.308 -2.094 -0.373  -0.63
S1 -0.327 -0.899 0.134  0.72
H1 -1.880 -2.003 1.450  0.32
H2 -1.591 -0.323 2.027  0.31
H3 1.166 1.934 1.670  0.32
H4 0.517 2.179 0.033  0.30
H5 -0.511 1.505 1.318  0.25
H6 2.275 0.728 -0.911  0.30
H7 2.974 0.222 0.647  0.29
H8 2.244 -0.987 -0.423  0.30
H9 -2.766 -0.190 -1.551  0.34
H10 -1.394 0.709 -2.355  0.32
H11 -1.598 -1.091 -2.639  0.33

***

Run iii
Entry from the OMol25 dataset: C4H11NOS in the gas phase (ωB97M-V/def2-TZVPD).

Output
* HOMO level: -8.53 eV
* multiplicity: 1
* HOMO-LUMO gap: 0.34112 Ha
* SMILES string: CN[C@H](CO)CS

Each line ends with the Mulliken charge.
Element x y z (Å)
C1 2.529 -1.307 0.032  -0.98
N1 1.711 -0.521 -0.884  -0.36
C2 0.543 0.179 -0.327  0.19
C3 -0.676 -0.698 -0.615  -0.96
S1 -2.330 0.124 -0.480  -0.20
C4 0.732 0.601 1.142  -0.65
O1 -0.327 1.452 1.538  -0.45
H1 3.279 -1.851 -0.546  0.36
H2 3.029 -0.785 0.851  0.30
H3 1.977 -2.126 0.510  0.31
H4 2.336 0.127 -1.335  0.29
H5 0.412 1.153 -0.818  0.38
H6 -0.626 -1.499 0.124  0.34
H7 -0.666 -0.992 -1.654  0.39
H8 -1.903 1.158 -1.231  0.10
H9 0.684 -0.298 1.771  0.23
H10 1.711 1.055 1.253  0.44
H11 0.001 2.081 2.180  0.30

***

Run iv
Entry from the OMol25 dataset: a 2-piece molecular cluster, C4H11NOS overall (ωB97M-V/def2-TZVPD).

Output
* HOMO level: -7.99 eV
* multiplicity: 1
* HOMO-LUMO gap: 0.32122 Ha
* SMILES string: C=C(C)C.NSO

Each line ends with the Mulliken charge.
Element x y z (Å)
C1 -1.684 1.184 0.505  -0.93
C2 -0.935 -0.228 -1.556  -1.25
C3 -1.145 -1.133 0.775  -0.76
C4 -1.307 -0.137 -0.059  0.69
N1 2.206 0.784 0.818  -0.56
O1 3.622 -0.967 -0.358  -0.52
S1 2.089 -0.298 -0.360  0.18
H1 -2.561 1.651 0.066  0.34
H2 -1.728 1.132 1.609  0.30
H3 -0.681 1.846 0.347  0.07
H4 -0.605 -1.203 -1.876  0.34
H5 -0.146 0.438 -1.851  0.31
H6 -1.819 0.016 -2.109  0.38
H7 -0.718 -2.029 0.376  0.27
H8 3.575 -1.894 -0.489  0.31
H9 -1.562 -1.147 1.851  0.24
H10 1.851 0.453 1.730  0.28
H11 1.546 1.529 0.582  0.31

***

The energy of each structure relative to the most stable one, in kJ/mol, is as follows: run i 210.6; run ii 427.3; run iii 0.0; run iv 116.9.

***

Run i
Entry from the OMol25 dataset: C4H11NOS in the gas phase (ωB97M-V/def2-TZVPD).

Output
* HOMO level: -8.65 eV
* multiplicity: 1
* HOMO-LUMO gap: 0.35007 Ha
* SMILES string: OCNCCCS

Each line ends with the Mulliken charge.
Element x y z (Å)
C1 -0.208 1.389 0.820  -0.60
N1 -0.939 0.124 0.926  -0.28
C2 -2.121 0.113 0.082  -0.36
O1 -2.841 -1.103 0.257  -0.54
C3 0.910 1.446 -0.257  -0.40
C4 2.057 0.478 -0.224  -0.76
S1 1.641 -1.255 -0.690  -0.26
H1 0.265 1.776 1.726  0.34
H2 -0.969 2.105 0.506  0.25
H3 -0.365 -0.656 0.667  0.24
H4 -2.747 0.972 0.301  0.37
H5 -1.801 0.026 -0.964  0.25
H6 -3.525 -0.953 0.935  0.32
H7 0.523 1.422 -1.286  0.28
H8 1.293 2.462 -0.086  0.30
H9 2.921 0.748 -0.824  0.37
H10 2.420 0.407 0.811  0.34
H11 1.335 -1.039 -1.961  0.13

***

Run ii
Entry from the OMol25 dataset: a 2-piece molecular cluster, C4H11NOS overall (ωB97M-V/def2-TZVPD).

Output
* HOMO level: -8.52 eV
* multiplicity: 1
* HOMO-LUMO gap: 0.34345 Ha
* SMILES string: CC(N)=O.CSC

Each line ends with the Mulliken charge.
Element x y z (Å)
C1 -1.689 -0.242 3.118  -0.99
C2 -0.798 -1.115 2.275  0.73
O1 0.204 -1.668 2.660  -0.60
N1 -1.233 -1.233 0.979  -0.36
H1 -0.599 -1.714 0.357  0.20
H2 -2.139 -1.032 0.602  0.18
H3 -1.771 -0.582 4.151  0.29
H4 -2.730 -0.246 2.774  0.31
H5 -1.445 0.820 3.138  0.25
C3 0.864 2.210 -3.061  -0.81
C4 1.663 -0.156 -1.498  -0.78
S1 0.280 0.970 -1.831  -0.04
H6 1.845 1.944 -3.440  0.26
H7 0.875 3.125 -2.475  0.26
H8 0.155 2.331 -3.875  0.29
H9 1.643 -1.105 -2.023  0.27
H10 1.519 -0.341 -0.430  0.19
H11 2.609 0.379 -1.564  0.35

***

The energy of each structure relative to the most stable one, in kJ/mol, is as follows: run i 81.9; run ii 0.0.

***

Run i
Entry from the OMol25 dataset: C2H2OS2 in the gas phase (ωB97M-V/def2-TZVPD).

Output
* HOMO level: -8.98 eV
* multiplicity: 1
* HOMO-LUMO gap: 0.26790 Ha
* SMILES string: OC(=S)C=S

Each line ends with the Mulliken charge.
Element x y z (Å)
C1 0.036 -0.479 0.488  0.34
C2 -0.078 0.924 -0.285  -0.12
H1 -1.643 -1.051 -0.012  0.35
H2 0.545 1.902 0.134  0.30
O1 -0.687 -1.548 0.268  -0.37
S1 1.657 -0.554 1.117  -0.23
S2 -1.229 1.107 -1.335  -0.26

***

Run ii
Entry from the OMol25 dataset: a 2-piece molecular cluster, C2H2OS2 overall (ωB97M-V/def2-TZVPD).

Output
* HOMO level: -7.85 eV
* multiplicity: 1
* HOMO-LUMO gap: 0.28548 Ha

Each line ends with the Mulliken charge.
Element x y z (Å)
C1 -0.683 -1.493 -0.287  0.12
C2 0.196 0.697 -0.184  0.07
O1 -0.126 -2.370 0.254  -0.30
S1 0.003 1.617 -1.466  -0.23
S2 0.881 0.867 1.341  -0.13
H1 -1.575 -1.461 -0.910  0.32
H2 1.304 2.143 1.252  0.15

***

The energy of each structure relative to the most stable one, in kJ/mol, is as follows: run i 0.0; run ii 68.9.

***

Run i
Entry from the OMol25 dataset: an isolated ion of composition C4H11N3 and charge +2 (ωB97M-V/def2-TZVPD).

Output
* HOMO level: -20.07 eV
* total charge: +2
* multiplicity: 1
* HOMO-LUMO gap: 0.43846 Ha
* SMILES string: C[N@@H+]1CNC(=[NH2+])C1

Each line ends with the Mulliken charge.
Element x y z (Å)
C1 0.242 -1.385 -0.108  0.47
C2 0.331 -0.225 1.073  -0.72
C3 0.474 0.695 -1.069  -0.44
C4 -1.193 1.738 0.519  -1.03
N1 0.173 -0.677 -1.201  -0.12
N2 0.394 -2.657 0.066  -0.29
N3 0.174 1.063 0.392  0.09
H1 -0.393 -0.450 1.794  0.44
H2 1.393 -0.428 1.435  0.46
H3 1.560 0.765 -1.191  0.37
H4 -0.151 1.166 -1.859  0.37
H5 -2.034 1.149 0.349  0.44
H6 -1.297 2.414 1.353  0.37
H7 -1.298 2.383 -0.334  0.44
H8 -0.100 -0.825 -2.144  0.23
H9 0.700 -3.127 0.911  0.27
H10 0.205 -3.268 -0.777  0.30
H11 0.821 1.669 0.789  0.35

***

Run ii
Entry from the OMol25 dataset: an isolated ion of composition C4H11N3 and charge +2 (ωB97M-V/def2-TZVPD).

Output
* HOMO level: -20.01 eV
* total charge: +2
* multiplicity: 1
* HOMO-LUMO gap: 0.38197 Ha
* SMILES string: CC(=[NH2+])/[NH+]=C(\C)N

Each line ends with the Mulliken charge.
Element x y z (Å)
C1 1.068 -0.746 -0.924  0.39
C2 -0.658 0.411 0.938  0.98
C3 0.948 0.080 -2.052  -0.91
C4 -2.084 0.334 1.607  -1.11
N1 1.970 -1.431 -0.361  -0.22
N2 0.163 1.504 1.103  -0.37
N3 -0.396 -0.555 0.086  -0.36
H1 1.858 0.474 -2.308  0.43
H2 0.548 -0.595 -2.919  0.36
H3 0.190 0.869 -1.789  0.37
H4 -2.569 -0.596 1.326  0.33
H5 -2.561 1.205 1.282  0.36
H6 -2.267 0.335 2.707  0.38
H7 2.881 -1.723 -0.850  0.35
H8 1.819 -1.878 0.527  0.29
H9 -0.323 2.305 1.464  0.30
H10 0.908 1.612 0.376  0.25
H11 -0.979 -1.279 -0.078  0.18

***

Run iii
Entry from the OMol25 dataset: a 2-piece molecular cluster, C4H11N3 overall (ωB97M-V/def2-TZVPD).

Output
* HOMO level (alpha / beta): -18.89 / -18.89 eV
* total charge: +2
* multiplicity: 1
* HOMO-LUMO gap (alpha / beta): 0.25474 / 0.25464 Ha

Each line ends with the Mulliken charge.
Element x y z (Å)
C1 -0.450 0.596 -0.358  0.87
C2 -0.337 2.082 -0.469  -1.22
C3 -1.766 -1.414 0.260  -0.86
C4 2.243 -0.734 0.956  -0.22
N1 0.619 -0.290 -2.244  -0.50
N2 -1.422 0.026 0.239  -0.05
N3 0.525 -0.083 -1.061  0.15
H1 -0.876 2.764 0.188  0.43
H2 0.786 2.478 -0.498  0.35
H3 -0.496 2.161 -1.548  0.39
H4 -1.817 -1.743 1.314  0.35
H5 -1.127 -1.954 -0.267  0.41
H6 -2.847 -1.631 -0.069  0.32
H7 3.131 -0.617 0.390  0.32
H8 1.589 -1.481 0.838  0.35
H9 2.148 -0.135 1.975  0.34
H10 1.386 -1.009 -2.577  0.34
H11 -2.041 0.638 0.691  0.24

***

Run iv
Entry from the OMol25 dataset: a 2-piece molecular cluster, C4H11N3 overall (ωB97M-V/def2-TZVPD).

Output
* HOMO level: -17.80 eV
* total charge: +2
* multiplicity: 1
* HOMO-LUMO gap: 0.33843 Ha

Each line ends with the Mulliken charge.
Element x y z (Å)
C1 1.046 -1.731 0.206  -0.17
C2 -1.374 0.355 0.737  -0.14
C3 3.178 -0.953 -0.718  -0.10
C4 -2.103 2.342 -0.516  -0.76
N1 2.024 -1.586 -0.822  -0.01
N2 1.157 -2.706 1.034  -0.14
N3 -1.492 1.638 0.596  -0.04
H1 -1.502 -0.304 -0.046  0.34
H2 -0.733 -0.065 1.496  0.28
H3 3.727 -0.434 -1.489  0.32
H4 3.523 -0.668 0.365  0.26
H5 -1.339 3.068 -0.794  0.33
H6 -2.571 1.796 -1.287  0.35
H7 -3.028 2.937 -0.343  0.32
H8 1.669 -1.660 -1.723  0.29
H9 0.489 -2.803 1.815  0.30
H10 1.972 -3.174 1.112  0.22
H11 -1.377 2.263 1.445  0.35

***

The energy of each structure relative to the most stable one, in kJ/mol, is as follows: run i 0.0; run ii 66.9; run iii 531.0; run iv 221.1.